22
Properties=species:S:1:pos:R:3:forces:R:3:mulliken_charge:R:1 method="wB97M-V/def2-TZVPD" e_above_lowest_kcal_mol=41.7 total_energy_ev=-14037.9626 spin_multiplicity=1 orbital_gap_ev=10.19 total_charge=0 e_homo_ev=-9.743 largest_force_ev_per_a=4.9 e_lumo_ha=0.0163 smiles="CCCNC(=O)O.O.O"
C 0.581424 0.591509 2.253603 -1.2 -0.3 -0.6 -1.191
C 0.033497 -0.793997 2.164492 -3.3 -3.1 0.5 -0.218
C 0.569075 -1.651824 0.929896 0.9 3.1 1.7 -0.776
N 0.486472 -0.766415 -0.246797 2.2 2.8 -3.1 -0.063
C -0.365467 -0.919774 -1.320491 0.7 -0.1 1.2 0.404
O -0.390242 -0.399745 -2.432202 0.5 -1.5 1.7 -0.632
O -1.290218 -1.769821 -0.797472 -1.9 -3.6 -2.8 -0.460
H 0.365533 1.110507 1.319072 0.0 0.5 0.5 0.313
H 0.258156 1.036653 3.163275 -1.3 0.9 0.4 0.351
H 1.593896 0.637763 2.473270 2.5 -0.4 -0.3 0.345
H 0.103100 -1.357399 3.166680 0.5 0.6 -1.5 0.332
H -1.156922 -0.832926 2.062073 2.3 0.7 0.0 0.202
H 0.138066 -2.626198 0.812289 -0.4 -0.1 -0.2 0.366
H 1.626353 -1.733773 1.162372 0.3 -0.4 -0.3 0.350
H 1.223020 0.038875 -0.465144 -1.9 -2.5 1.0 0.337
H -1.428584 -2.606405 -1.412984 0.1 2.8 1.5 0.327
O -1.366254 1.911138 -2.422772 -1.8 1.5 2.7 -0.657
H -1.388456 1.221934 -3.040087 0.0 -1.7 -1.4 0.353
H -1.789615 1.490308 -1.615626 0.9 0.9 -1.5 0.304
O 1.137514 2.363290 -1.724911 -2.4 1.6 -0.4 -0.671
H 0.378048 3.020097 -1.485846 2.2 -1.7 -0.3 0.337
H 0.681603 2.036204 -2.542692 0.8 -0.1 1.1 0.350